# 1
The following is a quantum chemistry calculation of 4 unconnected molecules or ions with the total composition C31H64FN4O2, from the OMol25 dataset.

Results
Gap between HOMO and LUMO, eV: 3.85
E_LUMO, eV: -5.596
Charge: +1
E_HOMO, eV: -9.4

```
102
Properties=species:S:1:pos:R:3:mulliken_charge:R:1
H -6.378 10.089 2.361 0.220
H 4.049 -4.444 -0.848 0.095
H 1.964 -6.039 1.093 0.237
H -0.064 2.668 -4.679 0.323
C -6.669 7.931 2.283 -0.672
H -3.050 9.471 0.627 0.421
C 0.192 -3.980 3.099 -0.073
C 3.160 -5.132 2.609 -1.239
C 0.816 -3.637 4.448 -1.007
N -0.803 -1.562 -2.449 -0.062
H -0.898 -4.013 3.231 0.378
H 2.123 -7.627 -1.844 0.440
C 0.422 -6.455 3.227 -0.409
C -5.541 6.493 -1.057 -1.321
H 0.352 -3.138 2.413 -0.255
C 0.989 -1.426 -0.376 -0.187
C -7.160 9.366 2.123 -0.959
C 2.218 -6.638 -2.304 -1.123
F 1.676 1.973 2.096 -0.329
H 3.478 -2.792 -1.066 -0.139
H -2.188 3.433 -3.544 0.255
C 3.427 -3.940 -2.888 -0.698
H -7.536 9.569 1.117 0.271
C 1.251 2.218 -2.810 -0.498
H 6.533 -4.120 -2.900 0.224
O 3.103 0.106 1.265 -0.277
C 2.705 0.932 2.416 0.354
H 4.037 -5.300 1.974 0.480
H -0.905 0.225 -3.934 0.342
H 3.693 1.462 2.821 0.271
H -6.210 7.823 3.273 0.337
H 0.814 -4.483 5.139 0.317
H -6.535 8.316 -0.501 0.271
C 2.715 0.767 -0.024 0.266
H 2.545 -1.239 3.298 -0.039
C -1.017 -6.678 3.683 -1.404
C 2.174 -0.144 3.582 -0.624
H -1.695 2.145 -2.253 0.155
C -6.356 7.324 -0.070 -0.375
C -0.369 -0.206 -2.960 -0.396
C -1.352 3.153 -2.739 -0.365
H -0.584 -3.252 -0.830 0.435
H 1.908 -5.900 -1.559 -0.025
H -4.576 9.444 -0.251 0.226
H 2.088 2.009 -3.634 0.353
H -2.914 4.432 0.273 0.144
C 1.512 0.074 -0.896 0.595
H 3.587 -3.098 -3.575 0.351
C 5.133 -5.126 -4.232 -0.678
H -4.037 7.921 2.366 0.403
C -1.403 4.304 -1.571 -0.209
H -6.103 6.363 -1.988 0.464
H 5.141 -4.263 -4.909 0.344
H 5.075 -3.236 -1.647 0.282
C 4.051 -3.597 -1.540 -0.199
H 5.199 -5.999 -4.895 0.411
H -1.270 3.407 0.635 0.161
C 6.395 -5.092 -3.378 -0.943
C -0.200 -2.188 -1.210 -0.480
H -1.112 -7.667 4.143 0.437
H 0.243 -2.832 4.921 0.383
H -7.985 9.550 2.821 0.396
H 0.997 -0.103 3.563 0.249
H 7.272 -5.260 -4.013 0.396
H -5.327 5.497 -0.654 0.270
H -7.549 7.275 2.313 0.397
H -2.692 2.681 -0.388 0.255
H 0.690 -7.313 2.597 0.438
H -1.711 -6.634 2.838 0.323
H -4.497 10.110 1.392 0.265
H 3.925 -7.273 -3.390 0.469
H 2.594 0.131 4.645 0.353
H 1.524 -6.594 -3.150 0.334
H 1.733 2.933 -2.019 0.332
C -2.095 3.689 -0.178 -0.751
H 1.840 -3.275 4.340 0.143
H -3.726 7.222 0.814 -0.098
H -1.327 -5.940 4.429 0.287
H 1.906 -4.303 1.078 -0.286
N 0.610 -5.225 2.453 0.322
H 2.337 -3.973 -2.756 0.218
O 3.428 1.845 -0.359 -0.525
H -4.594 6.977 -1.313 0.260
C 0.796 0.749 -2.240 0.129
C 1.898 -5.166 1.756 0.166
H -0.360 4.781 -1.339 0.321
H 4.319 -6.449 -1.886 0.229
H 1.084 -6.489 4.101 0.312
N -5.754 7.411 1.262 0.126
H 3.165 -5.907 3.380 0.321
C -4.387 7.933 1.325 -0.271
N 3.845 -5.185 -3.534 0.093
C 0.062 3.065 -3.565 -0.809
H 0.463 4.182 -3.684 0.348
H -1.550 -2.117 -2.947 0.325
H 6.400 -5.868 -2.608 0.268
H -2.152 5.162 -1.926 0.173
C 3.657 -6.415 -2.761 -0.310
C -4.129 9.317 0.738 -1.055
H -7.337 6.838 0.016 0.445
H 1.490 -1.874 0.602 0.292
H 3.299 -4.160 3.087 0.185
```

=====

# 2
The following is a quantum chemistry calculation of 4 unconnected molecules or ions with the total composition C27H48Br6N4O4P, from the OMol25 dataset.

Results
Gap between HOMO and LUMO, eV: 6.96
E_LUMO, eV: -3.966
Charge: +1
E_HOMO, eV: -10.9

```
90
Properties=species:S:1:pos:R:3:mulliken_charge:R:1
Br -4.225 4.605 -0.992 -0.066
H -5.529 2.874 -2.231 0.399
C 0.157 -3.898 0.078 -0.710
H -2.816 2.279 2.002 -0.029
H -4.652 3.953 -3.336 0.354
C 2.456 -3.886 0.996 -1.055
Br -2.308 -6.976 -0.416 -0.117
C 2.411 2.644 2.028 -0.214
Br 1.121 -8.265 -0.882 -0.154
O 1.591 -3.110 -2.411 -0.598
H -1.879 0.709 1.977 0.083
H -1.873 -6.891 -2.846 0.409
H 3.540 -3.545 0.883 0.312
H 6.432 2.988 1.193 0.217
C 0.499 -0.299 1.006 -0.509
C -0.389 -0.620 -0.273 0.182
H -1.004 -4.335 1.915 0.394
H 3.305 0.570 1.557 0.418
H 6.732 1.189 1.212 0.211
N -3.387 0.848 -2.719 -0.605
H 0.048 -8.368 -3.104 0.356
C -0.393 -8.267 -2.112 -0.559
H 6.914 3.138 -1.244 0.268
H 0.429 -0.826 2.004 0.203
H 0.281 -1.285 -0.940 -0.105
C 1.145 1.139 -0.743 -0.083
C -0.430 0.842 -0.912 0.853
H 8.216 2.362 0.946 0.347
H -6.336 5.829 -2.640 0.367
H 3.594 -4.647 -2.750 0.327
H 3.329 -5.566 -1.118 0.241
C -5.304 3.914 -2.463 -0.634
H -0.552 -6.097 -1.959 0.035
H 1.804 3.352 -0.522 0.285
H -0.477 3.515 1.386 0.244
C 5.164 1.763 -0.841 0.519
Br -7.894 4.383 -1.333 -0.147
H 1.898 0.606 2.710 0.420
O 4.825 0.635 -0.431 -0.492
Br -4.494 2.889 5.640 -0.146
C -6.535 4.758 -2.679 -0.596
H 4.184 2.244 2.593 0.269
P -1.702 2.064 -0.217 0.244
H 3.142 2.840 -3.014 0.407
N 1.335 0.695 0.662 0.580
H 0.336 -5.031 0.215 0.409
C 3.385 -4.555 -1.630 -1.117
Br -3.587 4.937 2.706 -0.118
C -1.180 -6.986 -2.008 -0.334
H -5.963 4.335 2.406 0.380
H -2.770 -3.042 1.060 0.420
O -0.826 0.729 -2.328 -0.358
C -0.936 3.688 0.357 -0.554
H -1.750 -2.154 -1.101 0.508
H -7.005 4.514 -3.632 0.389
H -0.245 4.191 -0.390 0.260
C -2.232 0.926 -2.440 0.507
C -0.578 -3.398 1.401 -0.651
O 4.290 2.780 -1.275 -0.344
H 7.356 1.322 -1.374 0.306
N 3.566 3.074 2.503 -0.650
C 2.292 1.085 1.740 -0.556
H -0.982 -9.156 -1.889 0.398
H 2.369 -5.036 0.953 0.336
C 6.742 2.097 -0.814 -0.470
H 2.148 -3.590 2.059 0.300
H -2.687 -0.890 -0.195 0.438
H 1.630 0.294 -1.351 0.128
H -1.976 -1.735 2.062 0.159
C -1.815 -2.411 1.158 -1.055
H -6.628 3.629 4.642 0.383
C 2.106 -3.626 -1.380 0.540
H -4.999 2.879 2.740 0.270
H 0.122 -2.928 2.174 0.301
C 3.170 2.252 -2.026 -0.593
H -1.800 4.428 0.529 0.044
C -5.614 4.008 4.503 -0.598
H 4.278 -3.990 -1.171 0.307
H 3.289 1.156 -2.337 0.375
H -0.453 -3.800 -0.875 0.365
H 1.052 2.872 -2.109 0.433
H 1.610 3.425 1.856 0.356
C 7.115 2.164 0.770 -0.838
C -1.713 -1.502 -0.154 -0.864
C -5.201 3.902 3.057 -0.480
N 1.548 -3.313 -0.053 0.476
C -2.558 1.372 1.351 -0.434
H -3.482 0.809 1.008 0.416
C 1.757 2.506 -1.275 -0.691
H -5.554 5.022 4.896 0.377
```

=====

# 3
The following is a quantum chemistry calculation of a molecular structure, C13H23N2O3PV, from the OMol25 dataset.

Results
Gap between HOMO and LUMO (alpha / beta), eV: 4.44 / 4.23
E_LUMO (alpha / beta), eV: -0.730 / -0.947
Charge: 0
E_HOMO (alpha / beta), eV: -5.2 / -5.2
Spin multiplicity: 4

```
43
Properties=species:S:1:pos:R:3:nbo_charge:R:1
V 1.228 -0.334 0.561 0.979
H 2.462 2.201 0.498 0.312
H 2.694 2.101 -1.270 0.270
H 0.200 0.894 -1.366 0.033
H -0.392 4.293 -1.611 0.260
C -1.596 -1.073 1.134 -0.055
H -4.585 0.348 1.980 0.221
C 2.105 2.577 -0.475 -0.983
H 1.446 -1.920 -2.869 0.162
H 0.281 3.232 -2.901 0.260
C 0.880 -2.819 -2.557 -0.406
H -1.101 -0.737 -2.394 0.148
C -0.340 3.267 -1.998 -0.973
C -0.577 2.527 0.775 -0.723
C -2.761 1.435 1.548 -0.210
O 2.569 -0.129 1.716 -1.032
H 0.221 -0.959 -0.628 0.123
H 1.588 -3.514 -2.084 0.214
C -1.310 -1.816 -2.248 -0.409
H -0.422 -2.833 1.580 0.243
P 0.370 2.185 -0.750 1.313
O 3.773 -0.493 4.179 -0.610
N 4.982 -0.775 4.332 0.250
C 0.152 -2.082 -0.349 -0.204
H -3.187 2.430 1.689 0.207
H -1.540 -2.258 -3.226 0.218
H -1.679 -3.074 0.349 0.239
N -0.202 -2.524 -1.644 -0.431
H -2.194 -1.878 -1.604 0.216
C -3.533 0.275 1.703 -0.210
H -1.350 2.912 -2.240 0.268
C -1.410 1.331 1.166 -0.098
C -2.954 -0.982 1.484 -0.201
H 0.172 2.780 1.545 0.275
H 0.459 -3.288 -3.456 0.212
H 2.234 3.666 -0.532 0.268
C -0.940 -2.355 0.726 -0.457
H -3.534 -1.903 1.559 0.212
C -0.829 0.084 1.081 -0.383
H -1.204 3.409 0.581 0.252
O 5.688 -1.326 3.493 -0.529
H 3.016 -0.353 2.575 0.523
H 1.123 -2.522 -0.055 0.236
```

=====

# 4
The following is a quantum chemistry calculation of 6 unconnected molecules or ions with the total composition C28H72N4O12, from the OMol25 dataset.

Results
SMILES: COCCNCCOC.COCCNCCOC.COCCNCCOC.COCCNCCOC.OCCO.OCCO
Gap between HOMO and LUMO, eV: 9.31
E_LUMO, eV: 0.723
Charge: 0
E_HOMO, eV: -8.6

```
116
Properties=species:S:1:pos:R:3:mulliken_charge:R:1
H 0.317 0.764 -0.070 -0.069
H 3.537 -2.110 -2.231 0.413
H -0.077 5.428 -3.423 0.359
H -4.909 -1.543 1.587 0.310
H -0.350 -1.788 -4.287 0.090
C -0.406 0.522 -0.847 0.605
H 2.702 -1.105 0.922 0.139
H 3.270 2.772 -2.088 0.196
C -0.956 -1.699 -5.185 -0.575
H 1.107 -1.547 6.294 0.287
H -0.455 -0.093 8.529 0.384
H 0.157 3.278 -5.379 0.414
H -5.213 -2.429 -2.875 0.390
H 3.981 4.364 -4.022 0.303
C 0.113 -1.056 6.054 -0.669
O 2.465 0.988 1.181 -0.566
H -3.783 -2.549 -0.256 0.207
C -1.686 -0.379 -5.022 -0.071
H 4.933 -1.099 -1.693 0.433
C 2.416 -0.323 1.647 0.727
H -0.074 0.764 -4.267 -0.031
O -4.355 -1.049 -1.597 -0.344
H -1.700 -1.018 0.882 0.343
H -3.304 0.296 0.082 0.048
H -1.260 -0.758 4.483 -0.089
C 3.612 2.441 -3.080 0.069
H -1.215 1.213 -0.740 -0.017
O -0.795 -2.766 4.660 -0.400
N -0.937 -1.437 7.018 -0.155
H -1.787 -1.004 10.284 0.479
H -0.863 -3.218 2.622 0.157
H 2.706 2.362 -3.713 -0.087
H -0.570 3.182 0.121 0.139
H 2.807 0.202 -1.882 0.062
H -3.344 -2.573 10.971 0.262
H 4.791 -3.578 -3.630 0.302
C 3.441 0.012 -2.717 0.058
N -3.418 -0.181 0.987 0.274
H -1.330 4.103 -4.851 0.436
H -3.420 0.535 2.981 0.363
C -2.403 1.941 1.869 -0.342
C 4.526 3.557 -3.544 -0.628
H 6.077 -2.860 -4.743 0.232
N 4.316 1.171 -2.972 -0.315
H 1.373 -0.467 2.000 -0.536
H 0.044 1.702 -2.425 -0.040
H -1.450 1.442 2.027 0.125
O -2.489 2.554 0.618 -0.408
H -2.270 1.882 -3.960 0.178
C 3.357 -0.611 2.787 -0.578
C -1.620 1.985 -4.853 -0.463
H 3.242 -1.698 3.038 0.296
H -5.539 -2.380 -0.564 0.496
O -0.901 -1.428 0.500 -0.464
H 7.173 4.303 -3.189 0.312
H 5.273 3.177 -4.230 0.334
H -2.330 -0.478 -4.116 -0.099
C -3.514 0.927 1.950 -1.123
C 0.510 4.509 -3.256 -1.027
H 0.101 -1.460 -1.248 0.392
H 0.306 -1.612 8.873 0.338
H 2.799 -0.254 -3.598 0.142
O 0.153 0.788 -2.168 0.307
H 0.268 0.025 6.123 0.330
O 5.200 4.074 -2.439 -0.313
O -1.873 -2.746 -5.195 -0.299
C -3.375 -3.011 9.941 -0.684
H -4.180 -2.473 9.394 0.300
H -4.432 1.477 1.884 0.481
H 0.968 4.629 -2.247 0.309
C -0.745 -0.930 -0.790 -0.520
C -4.713 -0.888 0.722 -0.873
H 6.085 5.702 -3.474 0.338
H 6.316 -2.873 -2.975 0.281
H -1.193 -2.405 6.954 0.244
H -2.073 -4.804 -5.244 0.246
H -2.625 2.626 2.665 0.594
C -1.527 3.581 0.450 -0.629
C -4.575 -1.829 -0.463 -0.451
H 4.687 1.073 -3.899 0.281
C 6.311 4.874 -2.830 -0.841
H -0.580 -4.217 -4.474 0.291
C -1.282 -4.065 -5.325 -0.718
H -3.418 -2.392 -2.882 0.328
H -4.333 -1.021 -3.555 0.223
H 1.343 4.542 -3.940 0.341
H 3.281 1.199 0.686 0.311
H -5.489 -0.078 0.670 0.414
H -0.701 -4.167 -6.280 0.290
H -2.375 -0.258 -5.876 0.419
H 6.588 5.402 -1.916 0.269
N -0.780 0.792 -5.011 -0.232
C 4.240 -1.302 -2.487 -0.828
O 2.989 0.083 3.983 -0.527
H 0.338 -1.185 3.879 -0.186
O 4.862 -1.552 -3.757 -0.314
H 3.688 0.093 4.671 0.288
C -0.595 -1.142 8.401 -0.761
C -1.488 -3.226 3.552 -0.500
O -2.183 -2.796 9.286 -0.304
H -2.461 -2.660 3.379 0.182
H -3.624 -4.075 9.937 0.238
H -1.716 -4.267 3.767 0.313
H -2.716 -0.808 8.809 0.331
C -4.319 -1.775 -2.802 -0.812
H -0.300 -1.615 -6.047 0.418
H -1.392 4.118 1.379 0.428
H -2.232 2.087 -5.747 0.512
O -0.241 3.306 -3.375 -0.268
H -1.635 -1.160 -1.324 -0.153
C -0.372 -1.409 4.679 0.552
C 5.560 -2.823 -3.784 -0.743
C -0.724 3.225 -4.717 -0.890
H 4.404 -0.498 2.464 0.449
H -1.886 4.301 -0.313 0.216
C -1.861 -1.370 9.245 -0.670
```

=====

# 5
The following is a quantum chemistry calculation of a molecular structure, C35H32N7O3Pt, from the OMol25 dataset.

Results
Gap between HOMO and LUMO (alpha / beta), eV: 5.87 / 6.47
E_LUMO (alpha / beta), eV: -3.683 / -4.113
Charge: +1
E_HOMO (alpha / beta), eV: -9.5 / -10.6
Spin multiplicity: 3

```
78
Properties=species:S:1:pos:R:3:mulliken_charge:R:1
N -1.634 1.313 -0.318 -0.006
C 1.813 -0.138 -1.209 0.063
O -0.164 -4.559 -0.293 -0.519
H 2.098 -1.762 4.743 0.497
C -1.600 4.743 3.128 -0.670
C -2.829 -0.662 -0.952 0.152
N -1.725 -1.333 -0.551 -0.023
H 0.899 0.823 -3.935 0.307
C 3.815 1.897 3.298 -0.087
H 0.780 -2.348 2.746 0.283
H 5.233 -0.582 -3.009 0.407
C 4.282 -0.438 -2.522 -1.054
C 0.738 -1.655 -2.949 0.145
H -4.780 -0.747 -1.822 0.605
H 4.377 -3.384 0.687 0.434
C 4.618 -2.698 2.698 -0.792
C 1.721 -3.301 0.360 0.123
H 1.320 -1.287 -4.870 0.475
H -0.810 -1.682 -5.969 0.377
C -1.718 2.430 3.758 -0.693
H 1.690 -5.449 -0.256 0.316
C 2.963 0.492 -0.745 -0.348
Pt 0.118 -0.187 -0.007 2.122
H -2.623 -4.454 -1.421 0.586
C 2.494 -2.931 1.598 0.147
H 4.555 -1.990 4.717 0.458
C -2.711 -3.388 -1.293 -0.550
N 1.035 1.231 5.298 -0.591
C -0.425 -3.243 -0.244 -0.119
H -3.519 3.570 -1.297 0.338
C -1.635 4.385 1.794 -0.517
C 2.480 1.445 3.193 0.687
H -1.735 1.675 4.529 0.418
H 2.388 -3.148 -0.504 0.223
H -1.216 3.336 -0.620 0.628
C 1.117 -4.730 0.328 -0.590
C 2.599 -2.120 3.855 -0.779
H -4.013 3.181 0.373 0.358
C -0.594 -2.023 -4.959 -0.794
C 3.879 -3.036 1.581 -0.347
C -1.733 3.043 1.437 0.391
C 1.856 -2.458 2.737 -0.068
C 4.182 0.346 -1.384 -0.680
C -1.892 2.706 -0.030 -0.394
C -2.734 0.764 -0.709 0.246
N 4.894 2.273 3.376 -0.501
C -1.781 2.069 2.424 -0.014
H -1.601 4.045 5.149 0.438
C 1.702 1.346 4.373 0.133
C -3.378 2.876 -0.465 -0.662
C -1.636 3.767 4.109 -0.539
H -0.276 -3.062 -5.005 0.348
H -0.148 -1.465 -2.340 -0.761
H -0.794 0.379 -3.704 0.312
C -3.839 -2.691 -1.718 -0.684
O 0.868 0.721 1.782 -0.534
C 1.923 -0.924 -2.364 0.624
N 0.446 -1.192 -4.337 0.242
H -1.546 5.787 3.400 0.407
H -0.149 0.568 -5.347 0.421
H -1.595 5.145 1.027 0.434
H 2.928 1.098 0.156 0.516
H 0.963 -5.121 1.340 0.398
H -1.861 1.024 2.150 0.132
H -1.503 -1.960 -4.362 0.295
C 0.078 0.231 -4.337 -0.741
C -3.909 -1.311 -1.528 -0.684
H 5.694 -2.786 2.671 0.429
N 2.046 1.126 2.014 -0.374
N 0.542 -2.483 0.153 -0.224
C 3.151 -1.060 -3.011 -0.800
O -3.785 1.572 -0.885 -0.467
H -4.654 -3.216 -2.187 0.484
C 3.978 -2.247 3.841 -0.574
H 3.224 -1.685 -3.895 0.348
C -1.675 -2.682 -0.696 0.403
H 0.927 -2.731 -2.983 0.530
H 5.059 0.831 -0.988 0.501
```

=====

| no. | maximum force (eV/Å) | E (eV) |
| --- | --- | --- |
| 1 | 9.00 | -45938.873 |
| 2 | 4.28 | -472458.985 |
| 3 | 3.90 | -57945.319 |
| 4 | 2.28 | -60727.052 |
| 5 | 2.20 | -56623.503 |